[1]
{
  "formula": "C2H6ClN3",
  "method": "ωB97M-V/def2-TZVPD",
  "orbital_gap_ev": 9.58,
  "charge": 0,
  "smiles": "N=C=NCl.CN",
  "spin_multiplicity": 1,
  "homo_ev": -9.066,
  "e_lumo_ev": 0.509,
  "symbols": ["C", "C", "N", "N", "N", "Cl", "H", "H", "H", "H", "H", "H"],
  "xyz": [[-1.1727, 0.4943, 1.5234], [1.2216, -0.9127, -0.9124], [-0.4468, 0.8429, 2.4117], [0.3230, 0.2975, -1.0978], [-2.1721, 0.3318, 0.8836], [-3.1405, 0.9683, -0.3118], [1.8884, -1.2704, -1.7188], [1.8441, -0.5818, -0.1519], [0.6852, -1.8818, -0.5952], [0.0987, 0.3022, 3.0163], [-0.0344, 0.2766, -2.0522], [0.9055, 1.1331, -0.9949]],
  "forces_ev_per_angstrom": [[-1.6, 0.9, -0.7], [-1.7, -0.9, -0.6], [0.9, 0.7, 0.6], [0.9, -1.4, -0.7], [-1.3, -0.7, -0.7], [1.0, -0.2, 0.3], [-0.4, 0.7, -0.2], [1.3, 0.0, 1.7], [0.3, 1.8, -0.2], [1.0, -0.7, 0.5], [-0.1, 0.3, 0.3], [-0.3, -0.4, -0.2]]
}



[2]
{
  "formula": "CH2BrNSi",
  "method": "ωB97M-V/def2-TZVPD",
  "orbital_gap_ev": [3.61, 3.61],
  "charge": 0,
  "spin_multiplicity": 1,
  "homo_ev": [-7.784, -7.785],
  "e_lumo_ev": [-4.171, -4.171],
  "symbols": ["C", "N", "Si", "Br", "H", "H"],
  "xyz": [[-1.1596, 2.7182, -2.0550], [-1.0103, 1.6807, -1.5780], [0.3089, -1.0725, 0.6872], [2.3147, -1.4456, 1.6355], [-0.0718, 0.2065, -0.0730], [-0.3820, -2.0872, 1.3833]],
  "forces_ev_per_angstrom": [[-0.3, 1.9, -0.9], [0.8, -2.8, 1.7], [2.3, 1.2, 0.5], [-1.3, 0.5, -1.0], [-0.2, 0.0, -0.5], [-1.2, -0.8, 0.1]]
}



[3]
{
  "formula": "C5H12N2O2",
  "method": "ωB97M-V/def2-TZVPD",
  "orbital_gap_ev": 8.59,
  "charge": 0,
  "spin_multiplicity": 1,
  "homo_ev": -7.716,
  "e_lumo_ev": 0.879,
  "symbols": ["C", "C", "C", "C", "C", "N", "N", "O", "O", "H", "H", "H", "H", "H", "H", "H", "H", "H", "H", "H", "H"],
  "xyz": [[0.7721, 0.4223, -0.2968], [0.9402, 0.2373, -1.8406], [2.1636, 0.3998, 0.4603], [0.0002, -0.8894, 1.9319], [-2.5829, 0.5504, -1.1531], [-0.2497, -0.3463, 0.4010], [-0.3424, 1.0701, 0.3186], [-1.2753, -1.4286, 2.1629], [-2.4378, -0.6267, -1.0816], [0.9953, -0.7903, -2.1396], [1.7708, 0.7325, -2.2980], [0.0256, 0.7788, -2.2070], [2.9025, 0.8572, -0.1692], [2.4135, -0.6628, 0.6516], [2.0954, 0.9518, 1.3751], [0.2731, 0.1069, 2.3921], [0.6296, -1.7309, 1.8575], [-2.3333, 1.0741, -2.1235], [-2.9563, 1.0229, -0.1928], [-1.8549, -0.7508, 1.9165], [-0.9494, -0.9785, 0.0349]],
  "forces_ev_per_angstrom": [[1.6, -0.1, 0.3], [-2.4, 1.3, 1.0], [-1.5, -0.9, -0.9], [-2.2, 1.8, -3.2], [0.0, 1.6, 0.9], [2.1, -0.6, 3.1], [-0.1, 0.3, -1.1], [1.9, -1.1, 1.4], [0.0, -2.4, -0.5], [-0.3, -0.6, -0.1], [0.7, 0.5, 0.3], [0.7, -1.0, -0.3], [0.5, 0.1, -0.3], [0.2, 0.6, -0.1], [0.0, 0.2, 0.6], [-0.2, -1.6, 0.1], [1.4, -0.5, 0.5], [-0.4, 0.2, 1.0], [0.2, 0.7, -1.4], [-1.9, 1.6, -0.2], [-0.4, 0.0, -1.1]]
}



[4]
{
  "formula": "C5H6N2OP",
  "method": "ωB97M-V/def2-TZVPD",
  "orbital_gap_ev": [7.24, 7.25],
  "charge": 1,
  "smiles": "NC(=O)CC=[N+]=C=C=P",
  "spin_multiplicity": 1,
  "homo_ev": [-13.780, -13.781],
  "e_lumo_ev": [-6.535, -6.535],
  "symbols": ["C", "C", "C", "C", "C", "N", "N", "O", "P", "H", "H", "H", "H", "H", "H"],
  "xyz": [[-1.1531, -0.5260, 1.0596], [-1.3686, 1.1168, 2.7569], [0.1562, -0.3494, 0.4415], [-1.7371, 2.2677, 3.2268], [-0.1352, -0.0848, -1.0547], [-1.3165, 0.0870, 2.1833], [-0.8042, -1.1095, -1.5833], [0.1201, 0.9599, -1.5659], [-0.4590, 3.2567, 3.6998], [-2.0484, -0.8170, 0.4258], [0.5984, 0.4429, 0.8672], [0.8321, -1.2355, 0.6282], [-1.1561, -1.8602, -1.0479], [-0.0518, 3.4214, 2.3730], [-1.0101, -1.1130, -2.6103]],
  "forces_ev_per_angstrom": [[-0.8, 1.4, 0.5], [-3.0, 4.7, 3.0], [-0.3, -4.0, -1.6], [2.2, -1.7, 0.0], [0.0, -0.5, 1.2], [-0.4, -4.4, -3.5], [-0.5, -0.1, -3.2], [0.5, 0.7, -0.5], [-0.4, 0.4, 0.4], [0.9, -0.1, 1.5], [1.7, 2.9, 1.4], [-0.6, 0.6, -0.6], [0.1, -0.8, 0.3], [0.3, 0.7, -0.4], [0.2, 0.1, 1.6]]
}



[5]
{
  "formula": "C35H52BF4FeN2O8P2Sb",
  "method": "ωB97M-V/def2-TZVPD",
  "orbital_gap_ev": [8.21, 6.94],
  "charge": 1,
  "spin_multiplicity": 6,
  "homo_ev": [-9.835, -10.750],
  "e_lumo_ev": [-1.627, -3.810],
  "symbols": ["Fe", "C", "C", "C", "O", "P", "O", "C", "P", "O", "O", "C", "C", "C", "O", "C", "C", "C", "O", "C", "C", "C", "H", "H", "H", "H", "H", "H", "H", "H", "H", "H", "H", "H", "H", "H", "H", "H", "H", "H", "H", "H", "H", "H", "H", "H", "H", "H", "H", "H", "H", "H", "C", "C", "N", "O", "C", "C", "N", "O", "H", "H", "H", "H", "H", "H", "H", "F", "B", "F", "F", "F", "C", "C", "C", "C", "C", "C", "Sb", "C", "C", "C", "C", "C", "C", "C", "C", "C", "C", "C", "C", "H", "H", "H", "H", "H", "H", "H", "H", "H", "H", "H", "H", "H", "H", "H"],
  "xyz": [[0.1322, 0.3289, -0.2977], [2.0559, 0.0466, 5.7547], [2.1632, 1.1551, 4.7333], [1.3973, 2.3992, 5.1155], [1.5935, 0.6554, 3.4743], [2.4564, 0.3578, 2.2093], [1.6540, -0.3691, 1.1881], [3.0960, 1.9234, 1.5896], [1.8793, 2.9510, 0.7401], [1.0510, 2.1712, -0.2156], [1.0675, 3.6048, 1.9055], [-0.3147, 4.1144, 1.7122], [-0.2373, 5.5774, 1.3405], [-1.0554, 3.8540, 2.9997], [2.6465, 4.0456, -0.0667], [3.6680, 5.0166, 0.3263], [5.0415, 4.3853, 0.2237], [3.3902, 5.6338, 1.6812], [3.7665, -0.3580, 2.6761], [4.1724, -1.7668, 2.5675], [4.7551, -2.0065, 1.1916], [3.0385, -2.7033, 2.9314], [2.3858, 0.4079, 6.7289], [2.6757, -0.8049, 5.4771], [1.0190, -0.2803, 5.8364], [3.2157, 1.3956, 4.5574], [0.3511, 2.1532, 5.3006], [1.4433, 3.1439, 4.3217], [1.8214, 2.8245, 6.0254], [3.8638, 1.6736, 0.8524], [3.5809, 2.4744, 2.3975], [-0.7506, 3.5293, 0.9059], [0.2635, 6.1436, 2.1272], [-1.2476, 5.9729, 1.2317], [0.2884, 5.7250, 0.3964], [-0.6741, 4.4868, 3.8034], [-0.9720, 2.8066, 3.2821], [-2.1117, 4.0815, 2.8529], [3.5674, 5.7798, -0.4436], [5.2369, 3.7041, 1.0532], [5.7993, 5.1682, 0.2562], [5.1477, 3.8479, -0.7181], [3.4508, 4.8965, 2.4840], [2.4077, 6.0999, 1.7114], [4.1419, 6.3990, 1.8767], [4.9582, -1.8354, 3.3180], [3.9971, -1.9163, 0.4130], [5.1699, -3.0136, 1.1452], [5.5586, -1.2992, 0.9879], [2.1859, -2.5798, 2.2645], [2.7021, -2.5391, 3.9542], [3.3875, -3.7328, 2.8507], [1.8175, -2.2838, -3.5314], [1.0737, -1.2241, -2.7776], [1.0851, -1.1504, -1.5022], [1.8218, -2.1239, -0.8664], [0.3135, -0.2174, -3.5602], [0.6776, -0.0429, -5.0056], [-0.6536, 0.5247, -3.1513], [-1.0922, 0.4123, -1.8690], [2.3321, -2.9587, -2.8583], [2.5371, -1.8269, -4.2111], [1.1140, -2.8574, -4.1361], [1.8340, -1.7910, 0.0505], [0.5291, -0.9639, -5.5722], [1.7217, 0.2543, -5.1217], [0.0453, 0.7327, -5.4296], [-0.9789, 0.9727, 1.4336], [-1.8306, -0.1935, 1.6324], [-3.0990, 0.0921, 1.2097], [-1.7281, -0.6468, 2.9079], [-1.2318, -1.1563, 0.7002], [-5.2349, -0.7083, -5.9813], [-4.3775, 0.2675, -5.4953], [-3.6904, 0.0687, -4.3038], [-3.8635, -1.1214, -3.6033], [-4.7420, -2.0936, -4.0822], [-5.4220, -1.8879, -5.2730], [-2.8801, -1.4831, -1.7606], [-4.4782, -2.1399, -0.5407], [-4.3081, -3.1429, 0.4063], [-5.3769, -3.5121, 1.2094], [-6.6034, -2.8760, 1.0725], [-6.7668, -1.8672, 0.1326], [-5.7020, -1.4914, -0.6728], [-1.7189, -3.2064, -2.1592], [-1.6420, -3.6939, -3.4629], [-0.9173, -4.8482, -3.7283], [-0.2589, -5.5080, -2.6993], [-0.3192, -5.0110, -1.4045], [-1.0432, -3.8596, -1.1308], [-5.7673, -0.5478, -6.9097], [-4.2441, 1.1924, -6.0411], [-3.0223, 0.8323, -3.9346], [-4.9041, -3.0105, -3.5257], [-6.1013, -2.6445, -5.6431], [-3.3541, -3.6420, 0.5243], [-5.2491, -4.2951, 1.9451], [-7.4336, -3.1652, 1.7034], [-7.7216, -1.3691, 0.0282], [-5.8337, -0.6991, -1.4011], [-2.1603, -3.1890, -4.2695], [-0.8703, -5.2327, -4.7393], [0.3024, -6.4095, -2.9071], [0.1998, -5.5206, -0.6030], [-1.0648, -3.4657, -0.1220]],
  "forces_ev_per_angstrom": [[0.0, 0.0, 0.1], [0.0, 0.0, 0.0], [0.0, 0.0, 0.0], [0.0, 0.0, 0.0], [0.0, 0.0, 0.0], [-0.1, -0.1, 0.1], [0.0, 0.0, -0.1], [0.0, 0.0, -0.1], [0.0, 0.0, 0.0], [0.1, 0.0, -0.1], [0.0, 0.0, 0.0], [0.1, 0.0, 0.0], [-0.1, 0.0, 0.0], [0.0, 0.0, 0.0], [0.1, 0.0, -0.1], [0.0, 0.0, 0.1], [0.0, 0.0, 0.0], [0.0, 0.0, 0.0], [0.1, 0.1, 0.0], [-0.1, -0.1, 0.0], [0.0, 0.0, 0.0], [0.0, 0.0, 0.0], [0.0, 0.0, 0.0], [0.0, 0.0, 0.0], [0.0, 0.0, 0.0], [0.0, 0.0, 0.0], [0.0, 0.0, 0.0], [0.0, 0.0, 0.0], [0.0, 0.0, 0.0], [0.0, 0.0, 0.0], [0.0, 0.0, 0.0], [0.0, -0.1, 0.0], [0.0, 0.0, 0.0], [0.0, 0.0, 0.0], [0.0, 0.0, 0.0], [0.0, 0.0, 0.0], [0.0, 0.0, 0.0], [0.0, 0.0, 0.0], [0.0, 0.0, 0.0], [0.0, 0.0, 0.0], [0.0, 0.0, 0.0], [0.0, 0.0, 0.0], [0.0, 0.0, 0.0], [0.1, 0.0, 0.0], [0.0, 0.0, 0.0], [0.0, 0.0, 0.0], [0.0, 0.0, 0.0], [0.0, 0.0, 0.0], [0.0, 0.0, 0.0], [0.0, 0.0, 0.0], [0.0, 0.0, 0.0], [0.0, 0.0, 0.0], [0.0, 0.0, 0.0], [0.0, -0.1, -0.2], [0.1, 0.2, 0.0], [0.0, 0.0, 0.1], [-0.1, 0.0, 0.2], [0.0, 0.0, -0.1], [-0.1, 0.0, -0.1], [0.1, -0.2, -0.1], [0.0, 0.0, 0.0], [0.0, 0.0, 0.0], [0.0, 0.0, 0.0], [0.0, 0.0, 0.0], [0.0, 0.0, 0.0], [0.0, 0.0, 0.0], [0.0, 0.0, 0.0], [0.0, 0.0, 0.0], [0.0, 0.0, 0.1], [0.0, 0.0, 0.0], [0.0, 0.0, 0.0], [0.1, -0.1, 0.0], [0.0, 0.0, 0.0], [0.0, 0.0, 0.0], [0.0, -0.1, 0.0], [0.0, 0.0, 0.0], [0.0, 0.0, 0.1], [0.0, 0.0, 0.0], [0.0, 0.3, 0.0], [0.0, -0.1, -0.1], [0.0, 0.0, 0.0], [0.0, 0.0, 0.0], [0.0, 0.0, 0.0], [0.0, 0.0, 0.0], [0.0, 0.0, 0.0], [0.0, 0.1, -0.1], [0.0, 0.0, 0.0], [0.0, 0.0, 0.0], [0.0, 0.0, 0.0], [0.0, 0.0, 0.0], [0.0, 0.0, 0.0], [0.0, 0.0, 0.0], [0.0, 0.0, 0.0], [0.1, 0.0, 0.0], [0.0, 0.0, 0.0], [0.0, 0.0, 0.0], [0.0, 0.0, 0.0], [0.0, 0.0, 0.0], [0.0, 0.0, 0.0], [0.0, 0.0, 0.0], [0.0, 0.0, 0.0], [0.0, 0.0, 0.0], [0.0, 0.0, 0.0], [0.0, 0.0, 0.0], [0.0, 0.0, 0.0], [0.0, 0.0, 0.0]]
}



Number 1: maximum force 0.0427 hartree/bohr. Number 2: maximum force 0.0656 hartree/bohr. Number 3: maximum force 0.0834 hartree/bohr. Number 4: maximum force 0.1234 hartree/bohr. Number 5: maximum force 0.0050 hartree/bohr.